Record 1
63
Properties=species:S:1:pos:R:3:lowdin_charge:R:1 method="wB97M-V/def2-TZVPD" total_charge=+1 lumo_energy_ha=-0.0852 smiles=CCCCCCCCCCCCC[N+](C)(C)Cc1ccccc1 energy_ha=-916.813445 relative_energy_ev=0.1500 max_force_ev_per_a=1.0 homo_lumo_gap_ha=0.3641
C -8.9620 -0.0691 -0.3971 -0.109
C -7.6918 -0.8342 -0.0456 -0.270
C -6.9977 -0.3054 1.2106 -0.227
C -6.5216 1.1466 1.1241 -0.217
C -5.5427 1.4411 -0.0133 -0.217
C -4.2391 0.6520 0.0892 -0.221
C -3.2467 1.0743 -0.9924 -0.214
C -1.9750 0.2246 -1.0229 -0.216
C -1.0707 0.4675 0.1842 -0.209
C 0.1766 -0.4200 0.1988 -0.211
C 1.1956 -0.0211 -0.8680 -0.196
C 2.3677 -1.0024 -0.9907 -0.175
C 3.2236 -0.9862 0.2742 -0.130
N 4.5302 -1.7060 0.1901 -0.324
C 5.1006 -1.7717 1.5486 0.008
C 4.3335 -3.0806 -0.3029 0.008
C 5.4961 -1.0011 -0.7223 -0.069
C 5.8332 0.4063 -0.3028 -0.229
C 6.9274 0.6522 0.5215 -0.046
C 7.2477 1.9455 0.8951 -0.054
C 6.4812 3.0083 0.4468 -0.055
C 5.4022 2.7750 -0.3892 -0.052
C 5.0815 1.4824 -0.7655 -0.040
H -9.4697 -0.5454 -1.2328 0.070
H -9.6424 -0.0521 0.4514 0.076
H -8.7371 0.9563 -0.6790 0.065
H -7.9486 -1.8826 0.1262 0.105
H -7.0030 -0.8046 -0.8919 0.096
H -7.6940 -0.3809 2.0495 0.110
H -6.1470 -0.9514 1.4393 0.099
H -6.0438 1.4039 2.0734 0.109
H -7.3882 1.8000 1.0123 0.103
H -5.3082 2.5087 0.0068 0.115
H -6.0174 1.2328 -0.9733 0.107
H -4.4455 -0.4142 -0.0181 0.112
H -3.8072 0.8137 1.0789 0.111
H -2.9766 2.1232 -0.8510 0.116
H -3.7395 0.9913 -1.9639 0.115
H -1.4309 0.4577 -1.9406 0.102
H -2.2518 -0.8317 -1.0592 0.117
H -0.7686 1.5166 0.2069 0.120
H -1.6375 0.2670 1.0936 0.107
H -0.1266 -1.4576 0.0412 0.120
H 0.6346 -0.3482 1.1881 0.107
H 1.5732 0.9805 -0.6524 0.119
H 0.6955 0.0163 -1.8354 0.112
H 2.9590 -0.7147 -1.8610 0.108
H 1.9614 -1.9987 -1.1686 0.119
H 2.6551 -1.4414 1.0865 0.137
H 3.4423 0.0487 0.5473 0.134
H 6.0731 -2.2598 1.5233 0.118
H 4.4433 -2.3408 2.2034 0.119
H 5.2213 -0.7683 1.9527 0.114
H 3.5789 -3.5861 0.2974 0.123
H 5.2656 -3.6390 -0.2342 0.118
H 4.0115 -3.0725 -1.3414 0.112
H 5.0622 -0.9930 -1.7231 0.136
H 6.4074 -1.6024 -0.7498 0.146
H 7.5474 -0.1657 0.8587 0.117
H 8.1014 2.1223 1.5300 0.114
H 6.7329 4.0162 0.7361 0.114
H 4.8135 3.6003 -0.7577 0.114
H 4.2545 1.3177 -1.4403 0.113

Record 2
11
Properties=species:S:1:pos:R:3:lowdin_spin:R:1 method="wB97M-V/def2-TZVPD" total_charge=+2 multiplicity=2 lumo_energy_ha="-0.3387 / -0.3529" energy_ha=-267.883744 relative_energy_ev=0.0000 max_force_ev_per_a=2.8 homo_lumo_gap_ha="0.2478 / 0.4292"
O -1.2357 0.6752 -0.8498 0.054
O -0.2278 0.4341 1.2649 0.055
H 0.2981 0.9888 1.8525 0.006
Y -2.5360 0.6284 0.9733 0.858
H -1.0686 1.3420 -1.5198 0.004
C 0.3540 0.3073 -0.0213 0.014
C 0.7737 -1.0947 -0.3208 0.006
H 1.0778 1.1056 -0.2141 0.001
H 0.4658 -1.7956 0.4702 0.002
H 0.2342 -1.4630 -1.2056 0.000
H 1.8645 -1.1283 -0.4295 0.001

Record 3
66
Properties=species:S:1:pos:R:3:lowdin_charge:R:1 method="wB97M-V/def2-TZVPD" total_charge=-1 lumo_energy_ha=0.0722 energy_ha=-2364.638081 max_force_ev_per_a=3.0 homo_lumo_gap_ha=0.1702
O -1.1692 6.9676 4.5738 -0.013
C -1.9220 6.0918 4.2981 -0.479
C -1.5452 4.6838 4.2999 -0.304
In -1.7498 3.7478 2.2209 0.243
P 0.1721 4.7444 0.8138 0.590
O 1.5373 3.9297 1.3938 -0.439
O 0.3532 6.3514 1.2753 -0.430
H -2.9498 6.3515 3.9819 0.097
H -0.4800 4.6636 4.4975 0.029
H -2.0627 4.1027 5.0592 0.023
H -1.4665 1.9952 2.4532 -0.143
H -3.3293 4.1036 1.4713 -0.155
H 1.5139 3.0985 0.8781 -0.044
H 1.0770 6.4733 1.9025 0.030
C -0.7571 2.5370 -3.9770 -0.006
C -0.1003 1.5393 -3.0539 -0.317
C -1.0639 0.7694 -2.1862 -0.073
O -0.2650 0.4679 -1.0381 0.025
C 0.6812 1.4301 -0.9452 -0.529
O 1.3799 1.5871 0.0060 0.140
O 0.7163 2.1868 -2.0645 0.095
H -0.0129 3.0287 -4.6035 0.092
H -1.4774 2.0341 -4.6213 0.069
H -1.2630 3.3200 -3.4107 0.098
H 0.5396 0.8585 -3.6258 0.146
H -1.4157 -0.1478 -2.6582 0.137
H -1.9235 1.3642 -1.8681 0.149
C -0.6098 -3.3194 -5.4975 -0.016
C -0.6933 -2.2032 -6.5030 -0.328
C 0.4784 -1.2542 -6.4289 -0.086
O -0.1068 -0.0156 -6.8606 0.061
C -1.4343 -0.0729 -6.5806 -0.566
O -2.1739 0.8539 -6.6241 0.154
O -1.7949 -1.3289 -6.2164 0.085
H -1.4647 -3.9914 -5.5866 0.088
H 0.3025 -3.9025 -5.6212 0.098
H -0.6264 -2.9050 -4.4918 0.064
H -0.8364 -2.5920 -7.5161 0.155
H 1.3029 -1.5413 -7.0774 0.139
H 0.8509 -1.1233 -5.4100 0.117
C 0.3053 -2.3179 1.4428 -0.014
C -0.1617 -2.2225 0.0122 -0.311
C -0.4384 -3.5543 -0.6504 -0.084
O -0.1724 -3.2615 -2.0304 0.043
C 0.7166 -2.2318 -2.0580 -0.564
O 1.2839 -1.8710 -3.0422 0.143
O 0.8684 -1.6907 -0.8392 0.084
H 0.4588 -1.3214 1.8550 0.099
H -0.4288 -2.8404 2.0570 0.093
H 1.2599 -2.8365 1.5091 0.084
H -1.0268 -1.5567 -0.0578 0.154
H -1.4654 -3.8887 -0.5210 0.137
H 0.2411 -4.3451 -0.3229 0.138
C 1.8964 -2.0500 7.6398 -0.025
C 1.4504 -1.9788 6.1999 -0.331
C 1.1583 -3.3187 5.5680 -0.098
O 1.4422 -3.0754 4.1849 0.035
C 2.3594 -2.0643 4.1352 -0.553
O 2.9517 -1.7437 3.1629 0.178
O 2.5020 -1.4883 5.3563 0.092
H 2.0584 -1.0485 8.0373 0.088
H 1.1475 -2.5501 8.2544 0.088
H 2.8437 -2.5841 7.7245 0.090
H 0.5968 -1.3023 6.1023 0.163
H 0.1232 -3.6292 5.6947 0.137
H 1.8183 -4.1131 5.9264 0.137

Record 4
45
Properties=species:S:1:pos:R:3:lowdin_charge:R:1 method="wB97M-V/def2-TZVPD" lumo_energy_ha=-0.0437 energy_ha=-3733.501848 relative_energy_ev=1.1719 max_force_ev_per_a=2.9 homo_lumo_gap_ha=0.2980
W 0.8498 1.9023 0.3529 1.772
O 5.8841 -0.2922 3.2466 0.101
C 4.7292 0.2518 2.8227 -0.261
C 3.5107 -0.4130 2.9123 0.087
C 2.3922 0.2514 2.4530 -0.161
N 2.4480 1.4728 1.9384 0.029
C 3.6317 2.0684 1.7765 -0.150
C 4.8027 1.5149 2.2154 0.107
C 3.5466 3.2583 0.8558 -0.534
O 4.4309 4.0719 0.7738 0.122
O 2.4490 3.2382 0.1431 -0.149
C 1.0250 -0.3852 2.2656 -0.563
O 0.8314 -1.5585 2.4589 0.107
O 0.1927 0.5055 1.7933 -0.247
H 5.7245 -1.1669 3.6197 0.121
H 3.4305 -1.4261 3.2825 0.136
H 5.7396 2.0279 2.0557 0.144
O -0.0104 3.3549 1.4263 -0.250
N -0.9776 3.3908 0.4421 -0.133
O -1.6189 2.3636 0.5307 -0.108
O 0.3881 2.7629 -1.0355 -0.413
F 2.1614 0.7306 -0.4766 -0.419
C 0.5752 -1.5599 -1.3461 -0.234
As -0.5362 -0.0329 -0.8955 1.178
C -1.2767 0.5809 -2.5817 -0.236
C -2.0204 -0.8163 0.1238 -0.270
C -3.0912 -1.3559 -0.7747 -0.317
C -3.0347 -2.6650 -1.2480 -0.056
C -3.9987 -3.1403 -2.1235 -0.081
C -5.0345 -2.3133 -2.5370 -0.090
C -5.1028 -1.0116 -2.0641 -0.077
C -4.1360 -0.5360 -1.1889 -0.059
H -0.0218 -2.2785 -1.9072 0.033
H 0.9349 -2.0120 -0.4233 0.033
H 1.4202 -1.2234 -1.9400 0.032
H -1.8377 -0.2197 -3.0604 0.037
H -0.4520 0.9012 -3.2156 0.040
H -1.9245 1.4334 -2.3893 0.037
H -2.3863 -0.0379 0.7897 0.071
H -1.5633 -1.5921 0.7390 0.082
H -2.2364 -3.3198 -0.9174 0.112
H -3.9440 -4.1615 -2.4779 0.104
H -5.7891 -2.6835 -3.2183 0.102
H -5.9117 -0.3630 -2.3744 0.105
H -4.1935 0.4828 -0.8225 0.117

Record 5
48
Properties=species:S:1:pos:R:3:lowdin_spin:R:1 method="wB97M-V/def2-TZVPD" total_charge=-1 multiplicity=3 lumo_energy_ha="0.1105 / 0.1102" energy_ha=-2710.622596 relative_energy_ev=0.1255 max_force_ev_per_a=0.5 homo_lumo_gap_ha="0.2549 / 0.2546"
Ni -0.5478 -0.2866 0.2284 1.709
C -2.9857 -3.2043 -2.0022 0.000
O -1.9449 -3.4676 -2.9331 0.001
C -1.1466 -2.4352 -3.3347 0.006
C -0.6410 -2.5250 -4.6110 -0.002
C 0.2254 -1.5540 -5.1239 0.005
C 0.5520 -0.4816 -4.3317 -0.002
C 0.0651 -0.3721 -3.0195 0.005
C 0.3917 0.8411 -2.2959 0.008
N 0.0992 1.0573 -1.0781 0.064
N 0.3198 2.3293 -0.5732 0.008
C -0.1936 2.3810 0.6285 0.002
O -0.7899 1.4292 1.2578 0.045
C -0.0695 3.7002 1.3234 0.001
C 0.8356 4.6634 0.8876 0.000
C 0.9362 5.8784 1.5488 0.000
C 0.1301 6.1441 2.6502 0.000
C -0.7727 5.1826 3.0903 0.000
C -0.8654 3.9623 2.4333 0.000
C -0.7748 -1.3768 -2.4646 0.001
O -1.2184 -1.3626 -1.2387 0.059
H -3.6852 -4.0315 -2.1086 0.000
H -2.6153 -3.1556 -0.9824 0.000
H -3.4972 -2.2673 -2.2347 0.000
H -0.9363 -3.3811 -5.2073 0.000
H 0.6168 -1.6449 -6.1288 0.000
H 1.1979 0.3054 -4.7112 0.000
H 0.8671 1.6526 -2.8497 0.003
H 1.4511 4.4433 0.0245 0.000
H 1.6480 6.6214 1.2085 0.000
H 0.2071 7.0938 3.1650 0.000
H -1.3997 5.3821 3.9516 0.000
H -1.5461 3.1922 2.7736 0.000
C -0.5567 -3.4623 0.9892 0.002
C 0.5393 -2.6372 1.6041 0.009
C 1.5111 -3.0361 2.4921 0.003
C 2.3167 -1.8864 2.7664 0.004
C 1.7864 -0.8475 2.0388 0.004
C 2.2453 0.5767 1.9445 0.000
N 0.7056 -1.2953 1.3254 0.057
H -0.6856 -4.3891 1.5516 0.000
H -0.3558 -3.7195 -0.0545 0.000
H -1.5160 -2.9374 1.0010 0.001
H 1.6273 -4.0335 2.9009 0.001
H 3.1827 -1.8274 3.4149 0.001
H 3.1365 0.7232 2.5560 0.000
H 1.4749 1.2709 2.2923 0.000
H 2.4891 0.8561 0.9140 0.000

Please write out number 4 again, unchanged.
45
Properties=species:S:1:pos:R:3:lowdin_charge:R:1 method="wB97M-V/def2-TZVPD" lumo_energy_ha=-0.0437 energy_ha=-3733.501848 relative_energy_ev=1.1719 max_force_ev_per_a=2.9 homo_lumo_gap_ha=0.2980
W 0.8498 1.9023 0.3529 1.772
O 5.8841 -0.2922 3.2466 0.101
C 4.7292 0.2518 2.8227 -0.261
C 3.5107 -0.4130 2.9123 0.087
C 2.3922 0.2514 2.4530 -0.161
N 2.4480 1.4728 1.9384 0.029
C 3.6317 2.0684 1.7765 -0.150
C 4.8027 1.5149 2.2154 0.107
C 3.5466 3.2583 0.8558 -0.534
O 4.4309 4.0719 0.7738 0.122
O 2.4490 3.2382 0.1431 -0.149
C 1.0250 -0.3852 2.2656 -0.563
O 0.8314 -1.5585 2.4589 0.107
O 0.1927 0.5055 1.7933 -0.247
H 5.7245 -1.1669 3.6197 0.121
H 3.4305 -1.4261 3.2825 0.136
H 5.7396 2.0279 2.0557 0.144
O -0.0104 3.3549 1.4263 -0.250
N -0.9776 3.3908 0.4421 -0.133
O -1.6189 2.3636 0.5307 -0.108
O 0.3881 2.7629 -1.0355 -0.413
F 2.1614 0.7306 -0.4766 -0.419
C 0.5752 -1.5599 -1.3461 -0.234
As -0.5362 -0.0329 -0.8955 1.178
C -1.2767 0.5809 -2.5817 -0.236
C -2.0204 -0.8163 0.1238 -0.270
C -3.0912 -1.3559 -0.7747 -0.317
C -3.0347 -2.6650 -1.2480 -0.056
C -3.9987 -3.1403 -2.1235 -0.081
C -5.0345 -2.3133 -2.5370 -0.090
C -5.1028 -1.0116 -2.0641 -0.077
C -4.1360 -0.5360 -1.1889 -0.059
H -0.0218 -2.2785 -1.9072 0.033
H 0.9349 -2.0120 -0.4233 0.033
H 1.4202 -1.2234 -1.9400 0.032
H -1.8377 -0.2197 -3.0604 0.037
H -0.4520 0.9012 -3.2156 0.040
H -1.9245 1.4334 -2.3893 0.037
H -2.3863 -0.0379 0.7897 0.071
H -1.5633 -1.5921 0.7390 0.082
H -2.2364 -3.3198 -0.9174 0.112
H -3.9440 -4.1615 -2.4779 0.104
H -5.7891 -2.6835 -3.2183 0.102
H -5.9117 -0.3630 -2.3744 0.105
H -4.1935 0.4828 -0.8225 0.117